Below is a structure of composition C33H45N5OOsP2S, with properties calculated with ωB97M-V/def2-TZVPD.

Each line ends with the Mulliken charge.
CARTESIAN COORDINATES (ANGSTROEM)
Os: 0.6165 -0.5941 0.3209  3.5428
O: 2.8428 -0.9129 0.1733  -0.6686
C: 3.5917 -1.7085 1.1479  -0.5128
C: 4.2624 -0.8047 2.1527  -1.0127
C: 3.2905 0.2549 2.6771  0.1799
C: 2.0625 -0.2845 3.3587  -0.1201
C: 2.0949 -0.5261 4.7340  -0.7562
C: 0.9560 -0.9126 5.4079  -0.9174
C: -0.2309 -1.0341 4.6872  -0.8386
C: -0.1926 -0.8076 3.3312  -1.1254
N: 0.9300 -0.4750 2.6519  0.7900
H: 3.4549 -0.3465 -0.3158  0.2934
H: 4.3021 -2.3372 0.6106  0.5110
H: 2.8391 -2.3434 1.6120  0.1093
H: 5.1074 -0.2923 1.6863  0.4412
H: 4.6802 -1.4191 2.9519  0.4736
H: 2.9743 0.8770 1.8378  -0.8162
H: 3.8095 0.9115 3.3760  0.8332
H: 3.0211 -0.3669 5.2697  0.6760
H: 0.9757 -1.0830 6.4762  0.4823
H: -1.1637 -1.2830 5.1728  0.5856
H: -1.0993 -0.8793 2.7420  0.5694
C: -2.8951 -0.3441 0.8932  -1.6686
P: -1.6539 -0.4248 -0.4301  0.5709
C: -1.7926 1.2357 -1.2483  -0.9786
N: -2.8814 1.7075 -1.7562  -0.2411
C: -2.9369 2.8368 -2.4696  0.2686
C: -4.0954 3.2709 -3.1336  -0.3800
C: -4.0407 4.3937 -3.9497  -0.6284
C: -2.8374 5.0762 -4.1754  -0.6503
C: -1.6716 4.6733 -3.5631  -0.4339
C: -1.6890 3.5444 -2.7004  0.3831
N: -0.6301 3.1188 -2.0285  -0.2692
C: -0.6399 2.0964 -1.2378  0.5153
P: 0.6498 1.7553 0.0422  0.4241
C: 2.1657 2.3402 -0.7603  -1.4652
C: 0.1916 3.0191 1.3436  1.6855
C: -1.1285 2.5979 1.9855  -1.1975
C: 0.0284 4.4003 0.6970  -1.5133
C: 1.2954 3.0747 2.4035  -1.9250
C: -2.3886 -1.5780 -1.6966  1.7777
C: -1.5824 -1.4348 -2.9874  -1.7617
C: -3.8591 -1.2316 -1.9459  -1.5433
C: -2.3269 -3.0101 -1.1526  -1.7012
H: -3.8281 0.0282 0.4670  0.5748
H: -2.5832 0.3208 1.6925  0.3208
H: -3.0726 -1.3426 1.2941  0.4533
H: -4.9924 2.6693 -3.0620  0.5216
H: -4.9406 4.7365 -4.4440  0.4778
H: -2.8336 5.9453 -4.8193  0.4716
H: -0.7596 5.2513 -3.6434  0.5100
H: 2.0396 3.3591 -1.1261  0.5184
H: 2.4090 1.6967 -1.6070  0.4462
H: 2.9908 2.3280 -0.0467  0.3317
H: -1.9522 2.6226 1.2684  0.1956
H: -1.3799 3.3056 2.7772  0.6922
H: -1.0642 1.6084 2.4372  -0.1513
H: -0.9073 4.4880 0.1448  0.3534
H: 0.8564 4.6747 0.0440  0.2777
H: -0.0022 5.1447 1.4930  0.5081
H: 1.3670 2.1459 2.9650  0.3884
H: 1.0400 3.8597 3.1160  0.6106
H: 2.2711 3.3286 1.9890  0.3825
H: -1.7338 -0.4595 -3.4520  0.2623
H: -1.9162 -2.1864 -3.7030  0.5908
H: -0.5106 -1.5770 -2.8277  0.2611
H: -4.0168 -0.1922 -2.2409  0.2256
H: -4.4893 -1.4556 -1.0869  0.4249
H: -4.2055 -1.8567 -2.7704  0.5211
H: -1.3166 -3.3241 -0.9147  0.2500
H: -2.7084 -3.6831 -1.9219  0.5877
H: -2.9603 -3.1425 -0.2750  0.4051
N: 0.2095 -3.6983 2.2105  -0.0697
C: 0.6709 -3.8653 0.9965  -0.0244
N: 0.9383 -2.8375 0.1403  0.6573
C: 1.4759 -3.3322 -1.0013  -0.3504
C: 1.9173 -2.5806 -2.1259  -0.4952
C: 2.4399 -3.2424 -3.1911  -0.7624
C: 2.5470 -4.6708 -3.2030  -0.6842
C: 2.1171 -5.4393 -2.1317  -0.5561
C: 1.5911 -4.7733 -1.0455  0.9148
S: 1.0001 -5.4729 0.4087  -0.1277
H: 0.0660 -2.7737 2.5991  -0.1475
H: 0.0329 -4.4906 2.8154  0.3203
H: 1.8353 -1.5009 -2.1327  0.3847
H: 2.7885 -2.6923 -4.0537  0.5281
H: 2.9671 -5.1562 -4.0743  0.4878
H: 2.1961 -6.5176 -2.1502  0.5250

Output
* lowest unoccupied orbital energy (spin up / spin down): -0.4213 / -0.5205 hartree
* spin multiplicity: 5
* charge: +4
* expectation value of S²: 6.062
* gap between HOMO and LUMO (spin up / spin down): 7.6 / 5.0 eV



Below is a structure of composition C33H46P2SiSr, with properties calculated with ωB97M-V/def2-TZVPD.

Each line ends with the Mulliken charge.
CARTESIAN COORDINATES (ANGSTROEM)
P: 2.0114 1.8290 -0.4046  0.5578
P: 1.1047 -2.0795 -0.6263  0.9673
C: 3.0293 0.2461 -0.3182  -0.7252
C: 2.5782 -1.0143 -1.0876  0.2962
H: 3.5654 -0.0349 0.6661  0.6661
H: 3.9691 0.5802 -0.7706  -0.9282
H: 2.4983 -0.7899 -2.1758  0.4358
H: 3.3815 -1.7563 -0.9318  -1.2825
C: 1.9209 -3.0103 0.7603  -1.2423
H: 1.1254 -3.5954 1.2558  0.3592
H: 2.4169 -2.3821 1.5341  0.2495
H: 2.6784 -3.6934 0.3352  0.3225
C: 1.4191 -3.3634 -1.8974  -1.4882
H: 2.3085 -3.9658 -1.6716  0.4124
H: 1.5554 -2.8692 -2.8655  0.4190
H: 0.5487 -4.0264 -1.9777  0.3410
C: 2.9759 2.6822 0.9193  -0.9532
H: 2.3640 3.5164 1.3008  0.1848
H: 3.8667 3.0893 0.4278  0.3233
H: 3.3831 2.0930 1.7865  0.3873
C: 2.7776 2.5615 -1.9304  -1.3578
H: 2.7048 1.8717 -2.7874  0.3029
H: 3.8476 2.8060 -1.7884  0.4042
H: 2.2642 3.4980 -2.2153  0.4429
Sr: 2.0322 0.2863 2.0744  1.4656
C: 5.5815 -2.1382 -0.8519  -0.1682
C: 5.5065 -2.3098 0.4834  -0.0568
C: 6.6130 -1.9050 1.4133  -1.0160
C: 6.9676 -0.3816 1.3753  -0.8816
C: 5.9861 0.5807 0.7536  0.1490
C: 6.0301 0.9204 -0.5507  -0.1286
C: 6.7937 0.1499 -1.5934  -1.1084
C: 6.7082 -1.4257 -1.5575  -0.9597
C: -0.0155 1.5477 0.6816  -1.0753
H: 4.9178 -2.6981 -1.5461  0.4910
H: 4.7087 -2.9133 0.9369  0.3264
H: 7.5256 -2.4843 1.1979  0.3317
H: 6.3433 -2.1637 2.4454  0.3390
H: 7.1638 -0.0627 2.4207  0.4909
H: 7.9556 -0.3135 0.8685  0.2614
H: 5.2981 1.0667 1.4665  0.1955
H: 5.6067 1.8772 -0.9037  0.5009
H: 7.8634 0.4109 -1.5592  0.3807
H: 6.4616 0.4609 -2.5946  0.3469
H: 6.6761 -1.7603 -2.6126  0.4253
H: 7.6900 -1.7748 -1.1882  0.3294
H: -0.4257 0.9833 -0.1577  0.3292
H: -0.3149 2.6329 0.5793  0.1778
H: -0.5084 1.0906 1.6076  0.1634
C: -3.9988 -5.9128 0.0641  -0.4355
C: -3.1415 -5.4898 -0.9580  -0.5703
C: -2.6577 -4.1771 -0.9769  -0.7363
C: -3.0070 -3.2759 0.0484  0.4521
C: -3.8996 -3.6985 1.0564  -0.0928
C: -4.3833 -5.0096 1.0611  -0.6214
Si: -2.3631 -1.5424 -0.0372  -0.0971
C: -3.1670 -0.7782 -1.5483  0.3481
C: -2.4336 -0.0957 -2.5403  -0.3261
C: -3.1071 0.4752 -3.6287  -0.3323
C: -4.5004 0.3507 -3.7598  -0.5304
C: -5.2279 -0.3486 -2.7894  -0.6330
C: -4.5651 -0.9279 -1.6977  -0.1508
C: -2.9838 -0.5818 1.4609  0.6328
C: -4.0359 0.3502 1.3493  -0.2866
C: -4.5114 1.0346 2.4703  -0.5619
C: -3.9289 0.8088 3.7229  -0.4874
C: -2.8776 -0.1007 3.8527  -0.5494
C: -2.4246 -0.8115 2.7369  -0.5955
H: -4.3696 -6.9411 0.0776  0.3413
H: -2.8551 -6.1812 -1.7530  0.3627
H: -2.0181 -3.8483 -1.7991  0.3691
H: -4.2300 -3.0042 1.8332  0.3405
H: -5.0780 -5.3286 1.8403  0.3632
H: -1.3521 -0.0167 -2.4337  0.1070
H: -2.5286 1.0213 -4.3803  0.3650
H: -5.0111 0.8054 -4.6171  0.3382
H: -6.3127 -0.4459 -2.8774  0.3649
H: -5.1657 -1.4723 -0.9536  0.4271
H: -4.4939 0.5408 0.3774  0.3347
H: -5.3481 1.7322 2.3602  0.3498
H: -4.2965 1.3555 4.5918  0.3293
H: -2.4136 -0.2601 4.8269  0.3703
H: -1.6226 -1.5425 2.8513  0.4068

Output
* lowest unoccupied orbital energy (spin up / spin down): -0.0557 / -0.0555 hartree
* gap between HOMO and LUMO (spin up / spin down): 2.6 / 2.6 eV



Below is a structure of composition C33H47BN4O2P2Ti, with properties calculated with ωB97M-V/def2-TZVPD.

Each line ends with the Mulliken charge.
CARTESIAN COORDINATES (ANGSTROEM)
Ti: -0.3955 -1.0122 -4.5209  -0.2075
C: -1.3194 0.8941 -1.1861  -0.2175
C: -1.7091 0.3992 -2.4660  -0.5562
C: -1.5957 1.5309 -3.6255  -0.8862
C: -0.1812 1.4754 -4.2755  -0.4267
C: 1.3426 1.0402 -3.5417  0.1473
C: 1.4896 1.3684 -2.2160  -0.6950
C: 0.7446 2.5478 -1.7007  -0.6180
C: -0.6823 2.1997 -1.0289  -1.0111
C: 0.6273 -1.5557 -0.5932  -0.7108
H: -1.6995 0.4731 -0.2123  0.4044
H: -2.6771 -0.2020 -2.4401  0.4015
H: -1.6839 2.5564 -3.2047  0.4031
H: -2.4581 1.4120 -4.3572  0.7436
H: -0.2264 0.8001 -5.2383  -0.9048
H: -0.0865 2.4588 -4.7739  0.8064
H: 2.0949 0.7139 -4.3712  0.3086
H: 2.2699 0.9052 -1.5448  0.3687
H: 0.5623 3.1830 -2.6394  0.2253
H: 1.4052 3.1038 -0.9542  0.4552
H: -0.5363 2.4001 0.0418  -0.2715
H: -1.3077 3.0134 -1.4434  1.0115
H: 0.3169 -2.6342 -0.6384  0.2893
H: 1.7849 -1.6360 -0.5201  0.2316
H: 0.3370 -0.9560 -1.5988  0.0724
P: 1.3587 -0.8927 -5.9782  0.5224
P: -2.0660 -0.2544 -6.2169  0.5989
N: 2.9695 -0.0030 -6.5728  0.4963
N: 1.8330 -2.2657 -7.1952  0.5830
N: -2.2618 1.3912 -7.0218  0.7254
N: -3.6345 -0.6811 -7.1321  0.2834
C: 0.4219 -0.2282 -7.3368  -0.8654
C: -0.9512 -0.8886 -7.4762  -1.7337
C: 4.2081 0.0500 -5.9676  -0.6152
C: 5.0507 0.8955 -6.7187  -0.7999
C: 4.3278 1.3503 -7.8318  -0.8580
C: 3.0077 0.7689 -7.7312  -0.4205
C: 2.1181 -3.5576 -6.7950  -0.4684
C: 2.7237 -4.2527 -7.8785  -0.7768
C: 2.7494 -3.3615 -8.9947  -0.5930
C: 2.2007 -2.1474 -8.5441  -0.3232
C: -2.2074 2.6573 -6.4309  -0.8266
C: -1.9925 3.6539 -7.4247  -0.7771
C: -2.1939 3.0233 -8.6818  -1.0892
C: -2.2602 1.6288 -8.3991  -0.4758
C: -4.5223 -0.0891 -8.0292  -0.3835
C: -5.5396 -1.0376 -8.4232  -0.7192
C: -5.1902 -2.2686 -7.7657  -0.5798
C: -4.0145 -2.0257 -7.0367  -0.4580
H: 0.8187 -0.4800 -8.3171  0.2294
H: 0.2960 0.8676 -7.3470  1.0319
H: -1.3707 -0.7500 -8.4676  0.6748
H: -0.9147 -1.9679 -7.3350  0.6453
H: 4.4055 -0.5370 -5.0831  0.4559
H: 6.0403 1.1543 -6.4861  0.4840
H: 4.5810 1.9779 -8.6210  0.5222
H: 2.1962 0.8367 -8.4005  0.5360
H: 1.8627 -3.8546 -5.7909  0.3737
H: 3.1401 -5.2494 -7.8515  0.4026
H: 3.1523 -3.5350 -9.9908  0.4150
H: 2.0551 -1.2553 -9.1327  0.3026
H: -2.4054 2.7847 -5.3816  0.8819
H: -1.7677 4.6806 -7.2204  0.4779
H: -2.4199 3.5017 -9.6615  0.3627
H: -2.3067 0.8176 -9.1135  0.6299
H: -4.3879 0.9083 -8.3924  0.5666
H: -6.3984 -0.8702 -9.0480  0.4320
H: -5.7368 -3.2130 -7.8015  0.4042
H: -3.3720 -2.6723 -6.4556  0.3358
C: -0.2493 1.9768 2.9016  -1.6462
C: 0.1828 0.5642 2.5832  1.3136
C: 1.3333 0.1029 3.5298  -1.6619
O: 0.7452 0.3145 1.2560  -0.3580
B: 0.1930 -0.8618 0.7591  0.4422
O: -0.9348 -1.1669 1.4588  -0.5512
C: -1.1068 -0.3241 2.6176  1.7748
C: -1.1410 -1.3808 3.7409  -1.6625
C: -2.3108 0.5466 2.4185  -2.0289
H: 0.4651 2.7862 2.6004  0.2966
H: -0.4010 1.9667 4.0004  0.4451
H: -1.2606 2.3130 2.4842  0.4039
H: 2.2462 0.7644 3.3982  0.3796
H: 0.9934 0.1402 4.6010  0.3464
H: 1.6504 -0.9576 3.2871  0.3084
H: -1.3373 -0.8979 4.7256  0.3397
H: -1.9594 -2.0936 3.5102  0.4321
H: -0.1967 -1.9994 3.7048  0.2955
H: -2.1104 1.3912 1.7123  0.1991
H: -3.1678 -0.0264 2.0715  0.5083
H: -2.5400 0.9691 3.3940  0.4494

Output
* lowest unoccupied orbital energy (spin up / spin down): -0.0168 / -0.0234 hartree
* spin multiplicity: 3
* expectation value of S²: 2.357
* gap between HOMO and LUMO (spin up / spin down): 6.2 / 4.9 eV



Below is a structure of composition C33H47IrN3O2Si2, with properties calculated with ωB97M-V/def2-TZVPD.

Each line ends with the Mulliken charge.
CARTESIAN COORDINATES (ANGSTROEM)
Ir: 0.2032 1.2181 0.5578  3.2952
C: 0.7063 3.9378 -1.1072  -0.7840
N: 0.5598 3.5491 0.2886  0.3644
C: -0.6356 4.1595 0.8915  -1.0662
C: -1.9792 3.7146 0.3133  -0.7854
C: -2.4762 2.3222 0.7080  -0.9709
N: -1.7903 1.2065 0.0310  0.1475
C: -2.4935 0.5726 -0.8316  -0.2773
C: -2.1883 -0.6157 -1.6420  0.6058
C: -2.9310 -0.7138 -2.8253  -1.0241
C: -2.7324 -1.7279 -3.7407  -0.9927
C: -1.7682 -2.6910 -3.4728  -0.7918
C: -1.0465 -2.6396 -2.2957  -0.5706
C: -1.2571 -1.6275 -1.3622  0.9485
O: -0.5861 -1.6503 -0.1928  -0.0676
C: 1.7290 3.9686 1.0683  -1.3493
C: 3.0773 3.3930 0.6421  -0.7325
C: 3.1226 1.8663 0.4653  0.2597
N: 2.1069 1.2330 1.2928  -0.2700
C: 2.4365 0.8641 2.4750  -0.3314
C: 1.5453 0.4625 3.5374  0.6124
C: 2.1083 -0.2118 4.6347  -0.6887
C: 1.3625 -0.5596 5.7343  -0.8152
C: 0.0113 -0.1836 5.7656  -0.4480
C: -0.5618 0.4974 4.7214  -0.5585
C: 0.1717 0.8306 3.5535  -0.0657
O: -0.4197 1.4781 2.5989  -0.8914
H: 0.8470 5.0258 -1.2023  0.2396
H: -0.1645 3.6351 -1.6817  0.3911
H: 1.5613 3.4236 -1.5343  -0.3948
H: -0.5616 5.2555 0.7989  0.6041
H: -0.6201 3.9101 1.9543  0.4146
H: -2.0168 3.8384 -0.7717  0.2378
H: -2.7176 4.4120 0.7195  0.4999
H: -3.5502 2.2535 0.5103  0.8112
H: -2.3119 2.1809 1.7763  0.1547
H: -3.4965 0.9615 -1.0211  0.3627
H: -3.6708 0.0516 -3.0317  0.4170
H: -3.3158 -1.7635 -4.6504  0.4216
H: -1.5812 -3.4911 -4.1774  0.4640
H: -0.2951 -3.3882 -2.0803  0.3943
H: 1.5319 3.6760 2.1019  0.4303
H: 1.8009 5.0674 1.0549  0.5711
H: 3.7700 3.6780 1.4391  0.4491
H: 3.4475 3.8712 -0.2669  0.4463
H: 4.1201 1.4968 0.7250  0.8024
H: 2.8886 1.5928 -0.5514  -1.3533
H: 3.5006 0.8850 2.7268  0.3730
H: 3.1644 -0.4597 4.5987  0.3646
H: 1.8098 -1.0904 6.5630  0.4061
H: -0.5931 -0.4348 6.6293  0.3986
H: -1.6058 0.7844 4.7461  0.4122
C: 1.3350 -3.5565 0.7417  -1.3268
Si: -0.4034 -2.9177 0.8972  0.5334
C: -0.7468 -2.2208 2.5811  -0.8222
C: -1.6527 -4.2321 0.4474  0.4328
C: -1.2818 -5.5154 0.0475  -0.3088
C: -2.2350 -6.4607 -0.3104  -0.6475
C: -3.5812 -6.1307 -0.2790  -0.4646
C: -3.9732 -4.8585 0.1178  -0.7362
C: -3.0162 -3.9236 0.4796  -0.1341
H: 1.5187 -4.3929 1.4197  0.4301
H: 2.0312 -2.7551 1.0015  0.2433
H: 1.5661 -3.8796 -0.2755  0.3253
H: -1.2517 -2.9586 3.2084  0.5936
H: -1.3905 -1.3419 2.5031  0.1421
H: 0.1677 -1.9146 3.0924  0.0963
H: -0.2321 -5.7856 0.0081  0.3413
H: -1.9269 -7.4522 -0.6174  0.3921
H: -4.3261 -6.8632 -0.5631  0.3819
H: -5.0237 -4.5978 0.1433  0.3992
H: -3.3370 -2.9317 0.7839  0.3099
C: 3.5349 1.7177 -2.8129  -1.1925
Si: 1.7586 1.0741 -3.0092  -0.3185
C: 0.8990 2.3401 -4.1157  -1.1300
C: 1.9482 -0.4875 -4.0504  -1.1905
C: 0.7702 0.6377 -1.5177  -0.5660
H: 4.0054 1.8139 -3.7944  0.4205
H: 4.1476 1.0338 -2.2198  0.3231
H: 3.5862 2.6981 -2.3315  0.2545
H: 1.3468 2.2962 -5.1123  0.4162
H: 0.9870 3.3702 -3.7675  0.3832
H: -0.1648 2.1107 -4.2251  0.3083
H: 2.5947 -0.3243 -4.9168  0.3224
H: 0.9715 -0.8245 -4.4083  0.2804
H: 2.3771 -1.2995 -3.4572  0.3220
H: 1.0403 -0.3372 -1.1183  0.4470
H: -0.2589 0.8442 -1.7544  -0.3318

Output
* lowest unoccupied orbital energy (spin up / spin down): 0.0129 / 0.0104 hartree
* spin multiplicity: 2
* expectation value of S²: 0.753
* gap between HOMO and LUMO (spin up / spin down): 6.7 / 7.1 eV



| no. | strongest force on any atom (hartree/bohr) | E_tot (hartree) |
| --- | --- | --- |
| 1 | 0.0303 | -2803.6456 |
| 2 | 0.0601 | -2287.5708 |
| 3 | 0.0997 | -3211.7890 |
| 4 | 0.0412 | -2283.7894 |